The following is a quantum chemistry calculation of 2 unconnected molecules or ions with the total composition C3H5IN2O in a non-equilibrium geometry, from the Open Molecules 2025 dataset.

E_LUMO   0.0107 Ha
HOMO level   -0.3410 hartree
SMILES   [H]/N=C\CI.N=C=O
ΔE to the lowest compared entry with this formula, charge and spin   0.000 eV
F_max   2.6 eV Å⁻¹
Gap between HOMO and LUMO   9.57 eV

Structure (ORCA input):
```
! RIJCOSX wB97M-V def2-TZVPD def2/J DEFGRID3
* xyz 0 1
I 0.136 2.075 -1.170
O 1.990 -1.584 -1.459
N -0.206 0.782 2.687
N 1.496 -0.175 -3.253
C 1.675 -0.970 -2.385
C -0.525 0.957 1.464
C 0.294 0.479 0.289
H 1.233 -0.187 -4.236
H -1.645 1.157 1.243
H 0.672 0.417 2.995
H 1.363 0.310 0.495
H -0.129 -0.394 -0.265
*
```

Results of the Mulliken charge analysis, in e, for atoms 1 through 4: atom 1 (I): 0.04, atom 2 (O): -0.42, atom 3 (N): -0.59, atom 4 (N): -0.38

---

The following is a quantum chemistry calculation of C3H5IN2S in the gas phase in a non-equilibrium geometry, from the Open Molecules 2025 dataset.

E_LUMO   -0.0132 Ha
HOMO level   -0.2842 hartree
ΔE to the lowest compared entry with this formula, charge and spin   0.277 eV
F_max   3.8 eV Å⁻¹
Gap between HOMO and LUMO   7.37 eV

Structure (ORCA input):
```
! RIJCOSX wB97M-V def2-TZVPD def2/J DEFGRID3
* xyz 0 1
I 3.528 0.382 -0.054
S 1.764 -1.114 1.073
N 1.701 -2.349 0.072
N 0.376 -0.362 0.464
C -0.181 0.855 0.979
C 0.093 -0.949 -0.787
C 0.827 -2.090 -0.971
H 0.871 -2.719 -1.763
H -1.234 0.899 0.964
H 0.118 0.869 1.978
H -0.625 -0.269 -1.384
H 0.198 1.688 0.289
*
```

Results of the Mulliken charge analysis, in e, for atoms 1 through 4: atom 1 (I): -0.27, atom 2 (S): 0.21, atom 3 (N): -0.42, atom 4 (N): 0.03

---

The following is a quantum chemistry calculation of a gas-phase ion, C3H5IN3O2 (charge +1) in a non-equilibrium geometry, from the Open Molecules 2025 dataset.

E_LUMO (spin up / spin down)   -0.1404 / -0.2871 Ha
HOMO level (spin up / spin down)   -0.4468 / -0.5408 hartree
⟨S²⟩   2.0060
F_max   4.0 eV Å⁻¹
Gap between HOMO and LUMO (spin up / spin down)   8.34 / 6.90 eV

Structure (ORCA input):
```
! RIJCOSX wB97M-V def2-TZVPD def2/J DEFGRID3
* xyz 1 3
I 3.764 -0.151 -0.015
O 2.199 2.583 -0.084
O -2.197 1.501 -0.080
N 0.669 -0.487 0.329
N 1.722 0.378 -0.130
N 0.020 1.909 0.227
C -1.092 1.109 -0.089
C -0.562 -0.286 -0.481
C 1.416 1.730 0.028
H -1.450 -0.932 -0.226
H 1.024 -1.460 0.549
H -0.358 -0.328 -1.536
H 0.320 -0.180 1.227
H -0.115 2.808 0.620
*
```

Results of the Mulliken charge analysis, in e, for atoms 1 through 4: atom 1 (I): 0.41, atom 2 (O): -0.42, atom 3 (O): -0.44, atom 4 (N): -0.04

---

The following is a quantum chemistry calculation of 2 unconnected molecules or ions with the total composition C3H5INO in a non-equilibrium geometry, from the Open Molecules 2025 dataset.

E_LUMO   0.1376 Ha
HOMO level   -0.1371 hartree
ΔE to the lowest compared entry with this formula, charge and spin   0.000 eV
F_max   4.8 eV Å⁻¹
Gap between HOMO and LUMO   7.47 eV

Structure (ORCA input):
```
! RIJCOSX wB97M-V def2-TZVPD def2/J DEFGRID3
* xyz -1 1
I -3.835 -0.100 0.146
O 2.117 1.664 0.126
N 1.155 0.814 0.033
C 0.694 0.113 -1.052
C 0.197 0.050 0.981
C -0.283 -0.702 -0.290
H -0.648 0.732 1.282
H -1.253 -0.782 -0.706
H 0.569 -0.499 1.861
H 1.093 0.342 -2.042
H 0.194 -1.632 -0.338
*
```

Results of the Mulliken charge analysis, in e, for atoms 1 through 4: atom 1 (I): -0.90, atom 2 (O): -0.71, atom 3 (N): 0.39, atom 4 (C): -0.30

---

The following is a quantum chemistry calculation of C3H5IO in the gas phase in a non-equilibrium geometry, from the Open Molecules 2025 dataset.

E_LUMO   0.0055 Ha
HOMO level   -0.3235 hartree
ΔE to the lowest compared entry with this formula, charge and spin   2.372 eV
F_max   3.7 eV Å⁻¹
Gap between HOMO and LUMO   8.95 eV

Structure (ORCA input):
```
! RIJCOSX wB97M-V def2-TZVPD def2/J DEFGRID3
* xyz 0 1
I -3.297 -1.468 -0.464
O -1.162 0.245 0.203
C 1.174 -0.264 0.235
C 0.151 0.826 0.086
C -1.491 -0.490 -0.853
H 2.141 0.199 0.292
H 0.212 1.439 0.960
H 0.338 1.188 -0.962
H 0.810 -0.809 1.070
H 1.123 -0.865 -0.566
*
```

Results of the Mulliken charge analysis, in e, for atoms 1 through 4: atom 1 (I): 0.01, atom 2 (O): -0.07, atom 3 (C): -1.23, atom 4 (C): -0.13

---

The following is a quantum chemistry calculation of a molecular structure, C3H5InO3 in a non-equilibrium geometry, from the Open Molecules 2025 dataset.

E_LUMO (spin up / spin down)   -0.1622 / -0.2264 Ha
HOMO level (spin up / spin down)   -0.4844 / -0.4850 hartree
ΔE to the lowest compared entry with this formula, charge and spin   2.705 eV
⟨S²⟩   0.7535
F_max   8.1 eV Å⁻¹
Gap between HOMO and LUMO (spin up / spin down)   8.77 / 7.04 eV

Structure (ORCA input):
```
! RIJCOSX wB97M-V def2-TZVPD def2/J DEFGRID3
* xyz 1 2
In -1.018 -2.384 0.051
O 1.215 0.724 0.251
O 2.480 -0.949 0.310
O -1.343 -0.543 0.369
C -0.067 1.455 0.170
C 1.203 -0.559 0.324
C -1.058 0.604 -0.527
H -0.758 0.158 -1.493
H 2.502 -1.907 0.402
H -2.001 1.156 -0.647
H -1.329 -0.072 1.260
H 0.174 2.317 -0.470
*
```

Results of the Mulliken charge analysis, in e, for atoms 1 through 4: atom 1 (In): 0.62, atom 2 (O): -0.25, atom 3 (O): -0.33, atom 4 (O): -0.40

---

The following is a quantum chemistry calculation of a molecular structure, C3H5KMgO3 in a non-equilibrium geometry, from the Open Molecules 2025 dataset.

E_LUMO (spin up / spin down)   -0.1408 / -0.1768 Ha
HOMO level (spin up / spin down)   -0.3888 / -0.4896 hartree
ΔE to the lowest compared entry with this formula, charge and spin   1.060 eV
⟨S²⟩   0.7507
F_max   7.6 eV Å⁻¹
Gap between HOMO and LUMO (spin up / spin down)   6.75 / 8.51 eV

Structure (ORCA input):
```
! RIJCOSX wB97M-V def2-TZVPD def2/J DEFGRID3
* xyz 1 2
K -1.687 2.640 -1.243
Mg 0.871 2.471 0.044
O 2.012 0.929 -0.870
O -0.253 0.827 0.097
O 0.910 -1.087 0.330
C 1.602 -0.041 -0.161
C -0.447 -1.334 -0.054
C -1.111 -0.137 0.634
H -0.563 -1.257 -1.145
H -2.140 0.019 0.279
H 2.587 -0.563 -0.027
H -1.016 -0.180 1.730
H -0.766 -2.286 0.384
*
```

Results of the Mulliken charge analysis, in e, for atoms 1 through 4: atom 1 (K): 0.98, atom 2 (Mg): 0.44, atom 3 (O): -0.74, atom 4 (O): -0.69

---

The following is a quantum chemistry calculation of a molecular structure, C3H5LiMgO4 in a non-equilibrium geometry, from the Open Molecules 2025 dataset.

E_LUMO (spin up / spin down)   -0.5428 / -0.5428 Ha
HOMO level (spin up / spin down)   -0.7448 / -0.7124 hartree
ΔE to the lowest compared entry with this formula, charge and spin   0.000 eV
⟨S²⟩   0.7529
F_max   1.9 eV Å⁻¹
Gap between HOMO and LUMO (spin up / spin down)   5.50 / 4.62 eV

Structure (ORCA input):
```
! RIJCOSX wB97M-V def2-TZVPD def2/J DEFGRID3
* xyz 3 2
Mg -1.938 -0.332 -3.947
O -1.008 -1.039 -2.221
O -0.008 -0.634 4.112
O 0.054 0.415 -0.802
O -0.995 1.107 -2.645
C 0.435 -0.518 -0.013
C -0.703 0.117 -1.942
C 1.079 -0.191 1.223
Li -0.640 2.997 -2.605
H 0.250 -1.552 -0.333
H 0.358 -0.595 1.986
H 1.945 -0.869 1.336
H 1.348 0.864 1.318
H -0.178 0.230 4.533
*
```

Results of the Mulliken charge analysis, in e, for atoms 1 through 4: atom 1 (Mg): 1.30, atom 2 (O): -0.66, atom 3 (O): -0.38, atom 4 (O): -0.13

---

The following is a quantum chemistry calculation of a molecular structure, C3H5LiO3Pt in a non-equilibrium geometry, from the Open Molecules 2025 dataset.

E_LUMO (spin up / spin down)   -0.0189 / -0.0218 Ha
HOMO level (spin up / spin down)   -0.2341 / -0.2778 hartree
ΔE to the lowest compared entry with this formula, charge and spin   0.424 eV
⟨S²⟩   2.0366
F_max   2.9 eV Å⁻¹
Gap between HOMO and LUMO (spin up / spin down)   5.85 / 6.97 eV

Structure (ORCA input):
```
! RIJCOSX wB97M-V def2-TZVPD def2/J DEFGRID3
* xyz 0 3
Pt -2.576 -0.772 -2.859
O -0.417 -0.442 -1.788
O -0.127 -1.243 0.273
O 0.105 0.933 -0.106
C 0.598 -0.746 1.396
C -0.506 -0.229 -0.530
C 0.996 0.673 0.980
Li -0.431 1.351 -2.448
H 1.461 -1.398 1.564
H 2.023 0.757 0.607
H -1.876 0.463 -1.134
H 0.803 1.413 1.765
H -0.052 -0.760 2.280
*
```

Results of the Mulliken charge analysis, in e, for atoms 1 through 4: atom 1 (Pt): -0.06, atom 2 (O): -0.71, atom 3 (O): -0.28, atom 4 (O): -0.29

---

The following is a quantum chemistry calculation of a molecular structure, C3H5LiO4Rb in a non-equilibrium geometry, from the Open Molecules 2025 dataset.

E_LUMO (spin up / spin down)   -0.0378 / -0.0382 Ha
HOMO level (spin up / spin down)   -0.1741 / -0.2835 hartree
ΔE to the lowest compared entry with this formula, charge and spin   0.524 eV
⟨S²⟩   0.7531
F_max   3.2 eV Å⁻¹
Gap between HOMO and LUMO (spin up / spin down)   3.71 / 6.67 eV

Structure (ORCA input):
```
! RIJCOSX wB97M-V def2-TZVPD def2/J DEFGRID3
* xyz 0 2
Rb -5.765 1.144 -0.166
O 1.956 0.554 2.271
O -2.824 1.118 -1.157
O -4.115 -0.443 -1.938
O -2.042 -0.211 -2.801
C 2.747 -0.961 0.542
C -2.993 0.119 -2.095
C 2.208 0.374 0.981
Li 1.423 -0.343 3.660
H -1.843 1.338 -1.015
H 2.571 1.257 0.421
H 3.808 -1.085 0.834
H 2.186 -1.787 1.012
H 2.683 -1.075 -0.550
*
```

Results of the Mulliken charge analysis, in e, for atoms 1 through 4: atom 1 (Rb): 0.94, atom 2 (O): -0.88, atom 3 (O): -0.53, atom 4 (O): -0.77

---

What did the sixth record say?
The following is a quantum chemistry calculation of a molecular structure, C3H5InO3 in a non-equilibrium geometry, from the Open Molecules 2025 dataset.

E_LUMO (spin up / spin down)   -0.1622 / -0.2264 Ha
HOMO level (spin up / spin down)   -0.4844 / -0.4850 hartree
ΔE to the lowest compared entry with this formula, charge and spin   2.705 eV
⟨S²⟩   0.7535
F_max   8.1 eV Å⁻¹
Gap between HOMO and LUMO (spin up / spin down)   8.77 / 7.04 eV

Structure (ORCA input):
```
! RIJCOSX wB97M-V def2-TZVPD def2/J DEFGRID3
* xyz 1 2
In -1.018 -2.384 0.051
O 1.215 0.724 0.251
O 2.480 -0.949 0.310
O -1.343 -0.543 0.369
C -0.067 1.455 0.170
C 1.203 -0.559 0.324
C -1.058 0.604 -0.527
H -0.758 0.158 -1.493
H 2.502 -1.907 0.402
H -2.001 1.156 -0.647
H -1.329 -0.072 1.260
H 0.174 2.317 -0.470
*
```

Results of the Mulliken charge analysis, in e, for atoms 1 through 4: atom 1 (In): 0.62, atom 2 (O): -0.25, atom 3 (O): -0.33, atom 4 (O): -0.40

---

> Among the records above, which one has the highest F_max?

C3H5InO3